1.
2 unconnected molecules or ions with the total composition C3H8N3 at a distorted geometry, computed with the ωB97M-V functional and the def2-TZVPD basis.

Cartesian coordinates (Å):
N: 1.373348 -0.578417 0.371329
N: -1.070483 -0.652538 0.712354
N: 0.001540 0.796211 -0.361790
C: 1.128535 -0.002294 -0.932279
C: 0.195535 -0.049055 0.894837
C: -1.359768 0.194866 -0.428727
H: 0.783278 -0.692307 -1.711921
H: -2.155279 0.934701 -0.297338
H: 1.956908 0.606186 -1.306041
H: -1.529098 -0.371013 -1.350742
H: -1.729203 -0.788529 1.463511
H: 0.087450 1.808417 -0.428263
H: 1.745772 -1.492279 0.574746
H: 0.571465 0.286052 2.800324

Cartesian forces (eV/Å) of the 6 atoms listed first:
N 0.0 0.4 0.0
N 0.1 0.1 0.0
N 0.1 0.4 -0.2
C 0.9 -0.5 -0.9
C 1.1 -0.4 4.7
C -1.3 -0.4 -0.5

Highest occupied orbital energy = -13.60 eV
Relative energy (zero: lowest compared OMol25 entry of this formula, charge and spin) = 637.3 kJ/mol
Gap between HOMO and LUMO = 9.071 eV
Strongest force on any atom = 4.8 eV Å⁻¹
Total charge = +1


2.
A single C2H3NO2 molecule, computed with the ωB97M-V functional and the def2-TZVPD basis.

Cartesian coordinates (Å):
O: -2.210945 0.703751 -0.089596
O: 1.594224 -0.318770 -1.022638
N: -0.125894 -0.038685 0.475168
C: 1.163367 -0.386863 0.102801
C: -1.085487 0.421666 -0.421145
H: -0.691198 0.487534 -1.445141
H: -0.414757 -0.140562 1.441477
H: 1.770692 -0.728070 0.959076

Cartesian forces (eV/Å) of the 6 atoms listed first:
O 0.5 -0.1 -0.1
O -0.2 0.0 0.5
N -0.1 0.0 0.0
C 0.1 0.1 -0.3
C -0.3 0.0 0.0
H -0.1 0.0 0.1

Highest occupied orbital energy = -10.44 eV
Relative energy (zero: lowest compared OMol25 entry of this formula, charge and spin) = 0.0 kJ/mol
Gap between HOMO and LUMO = 11.079 eV
Strongest force on any atom = 0.6 eV Å⁻¹


3.
2 unconnected molecules or ions with the total composition C3H9O2S at a distorted geometry, computed with the ωB97M-V functional and the def2-TZVPD basis.

Cartesian coordinates (Å):
S: -1.223499 1.995902 -1.928111
O: 2.228605 -1.514520 -0.981263
O: 1.088456 -0.783024 1.348249
C: -0.898914 0.135342 0.254468
C: -0.107923 0.950913 -0.773557
C: -0.164046 -0.348814 1.512361
H: -1.377854 -0.737120 -0.253985
H: 0.460477 0.296831 -1.429921
H: 0.551302 1.558478 -0.141887
H: -1.718250 0.821063 0.497323
H: -0.284370 0.520483 2.249143
H: -0.925139 -1.023275 1.977082
H: 3.010658 -1.591161 -0.444494
H: -2.194652 1.146778 -1.630109
H: 1.555156 -1.427873 -0.255303

Cartesian forces (eV/Å) of the 6 atoms listed first:
S 1.0 -0.7 1.1
O -0.5 -0.4 -0.4
O -0.1 -0.5 -0.3
C -1.3 -0.1 -1.5
C 0.3 -0.2 0.2
C -0.4 1.2 0.8

Highest occupied orbital energy = -3.20 eV
Relative energy (zero: lowest compared OMol25 entry of this formula, charge and spin) = 79.6 kJ/mol
Gap between HOMO and LUMO = 6.445 eV
Strongest force on any atom = 2.0 eV Å⁻¹
Total charge = -1


4.
A single C5H8O molecule at a distorted geometry, computed with the ωB97M-V functional and the def2-TZVPD basis.

Cartesian coordinates (Å):
O: 1.508153 -0.616081 0.230282
C: -0.394229 -0.378611 -0.682498
C: 0.804013 0.508321 -0.373032
C: 0.521200 -1.529401 -0.287487
C: 0.028433 1.338974 0.605586
C: -1.094171 0.280049 0.534707
H: -1.123796 -0.394363 1.395447
H: -0.247000 2.275120 0.111465
H: -2.095487 0.673602 0.358566
H: 0.502700 1.551089 1.567096
H: 0.135401 -2.248317 0.451378
H: 1.420123 1.019352 -1.139271
H: 0.947119 -2.083453 -1.131781
H: -0.912458 -0.396281 -1.640459

Cartesian forces (eV/Å) of the 6 atoms listed first:
O -0.2 0.3 0.0
C -0.3 -0.3 -0.1
C 1.6 0.2 -0.8
C -0.1 -0.4 -0.1
C -0.1 0.3 0.3
C -0.5 -0.1 0.2

Highest occupied orbital energy = -9.52 eV
Relative energy (zero: lowest compared OMol25 entry of this formula, charge and spin) = 204.7 kJ/mol
Gap between HOMO and LUMO = 10.699 eV
Strongest force on any atom = 1.8 eV Å⁻¹